[1]
Here is 2 unconnected molecules or ions with the total composition C5H4Cl2O2 in a non-equilibrium geometry from OMol25. Energies are from the ωB97M-V functional and the def2-TZVPD basis.

Calculated values
M: 166.99 g mol⁻¹
max |F|: 4.2 eV/A
SMILES: COC#CCl.O=C=CCl
energy above the lowest of the compared OMol25 structures with the same formula, charge and spin: 101.8 kcal/mol
energy: -1263.60432 Eh

```
! wB97M-V def2-TZVPD RIJCOSX def2/J DEFGRID3
* xyz 0 1
C 2.30302 1.41319 0.35431
C 1.13037 1.36620 0.75408
C 3.68752 -1.87134 -0.00217
C 2.46925 -1.97806 0.45876
C -1.03585 0.57800 0.36234
O 4.79805 -1.79462 -0.35012
O 0.13588 0.69161 1.25930
Cl 3.67664 2.02298 -0.26681
Cl 1.40465 -3.27269 -0.05704
H 2.02191 -1.16651 0.91928
H -0.54410 0.75498 -0.61339
H -1.80588 1.28706 0.73369
H -1.32435 -0.36790 0.53769
*
```

***

[2]
Here is a molecular structure, C55H70AsAuP2Si from OMol25. Energies are from the ωB97M-V functional and the def2-TZVPD basis.

Calculated values
M: 1093.09 g mol⁻¹
max |F|: 0.7 eV/A
energy above the lowest of the compared OMol25 structures with the same formula, charge and spin: 0.0 kcal/mol
energy: -5481.01550 Eh

```
! wB97M-V def2-TZVPD RIJCOSX def2/J DEFGRID3
* xyz 2 3
Au -0.55917 0.47375 -0.39916
C -1.07408 4.16081 0.12316
Si 0.17230 2.79205 -0.05709
C 1.08940 2.61753 1.57745
C 1.88524 3.69024 1.99615
C 2.50559 3.68589 3.23530
C 2.31285 2.61597 4.10016
C 1.51395 1.55226 3.71767
C 0.91926 1.53324 2.45148
P -0.18206 0.17501 1.95943
C -1.75255 0.48106 2.82497
C -1.66483 0.66047 4.34944
C -3.09274 0.57997 4.92674
C -4.14350 1.15672 3.96522
C -3.53134 2.28495 3.14416
C -2.40147 1.75449 2.24453
C 0.40397 -1.51379 2.28161
C -0.51875 -2.47567 1.47547
C -0.54340 -3.88536 2.07947
C 0.81944 -4.26014 2.64842
C 1.19823 -3.33064 3.81355
C 0.47514 -1.97622 3.74517
C 1.21647 2.95248 -1.58467
C 1.18122 4.10171 -2.37610
C 1.83632 4.15156 -3.59982
C 2.52656 3.04175 -4.05703
C 2.56293 1.88225 -3.29345
C 1.91404 1.82860 -2.06296
P 1.98709 0.32000 -1.03220
C 2.16085 -1.06775 -2.23576
C 3.59029 -1.48172 -2.64047
C 4.27748 -2.40858 -1.64046
C 3.41400 -3.62392 -1.32594
C 2.04201 -3.18823 -0.82846
C 1.34282 -2.30742 -1.85439
C 3.40914 0.69096 0.07241
C 4.71475 0.98949 -0.68764
C 5.64155 1.78044 0.24920
C 5.58407 1.26461 1.69848
C 5.11252 -0.18380 1.73814
C 3.66747 -0.29406 1.23288
H -0.73871 5.07843 -0.36248
H -2.04791 3.90689 -0.29715
H -1.21381 4.38099 1.18133
H 2.02815 4.54542 1.34434
H 3.12631 4.51987 3.53442
H 2.77614 2.61543 5.07714
H 1.36141 0.74125 4.41410
H -2.36837 -0.40060 2.61198
H -1.03562 -0.08621 4.82669
H -1.21781 1.63518 4.55830
H -3.33028 -0.45998 5.15778
H -3.11759 1.12297 5.87223
H -4.51856 0.37570 3.29560
H -5.00607 1.51427 4.52624
H -4.28012 2.79080 2.53318
H -3.13453 3.04070 3.82536
H -2.75980 1.54747 1.23782
H -1.63570 2.52663 2.14186
H 1.41190 -1.54277 1.85816
H -1.54122 -2.08702 1.42789
H -0.16408 -2.51449 0.44622
H -1.29319 -3.93797 2.87294
H -0.86004 -4.59423 1.31331
H 0.81896 -5.29669 2.98283
H 1.57027 -4.19588 1.85573
H 0.96099 -3.80266 4.76766
H 2.27596 -3.15429 3.81587
H -0.53822 -2.06638 4.14027
H 1.00236 -1.26468 4.37741
H 0.63323 4.97340 -2.04554
H 1.79861 5.05161 -4.19735
H 3.03484 3.06937 -5.01150
H 3.10587 1.02861 -3.67405
H 1.67517 -0.59917 -3.10007
H 3.47432 -2.02295 -3.58595
H 4.21374 -0.61603 -2.86010
H 5.24169 -2.71646 -2.04635
H 4.49247 -1.87156 -0.71173
H 3.28763 -4.22385 -2.23251
H 3.90565 -4.26371 -0.59243
H 1.41758 -4.05504 -0.60177
H 2.15920 -2.63362 0.11128
H 1.19618 -2.88454 -2.76968
H 0.34680 -2.01782 -1.51709
H 3.07229 1.64016 0.50288
H 5.18691 0.05497 -0.98524
H 4.53925 1.56909 -1.59229
H 6.65956 1.71716 -0.13721
H 5.36111 2.83544 0.21698
H 6.56129 1.36358 2.16892
H 4.89395 1.87560 2.28968
H 5.77254 -0.80106 1.12253
H 5.17072 -0.58817 2.74929
H 3.46381 -1.32544 0.93610
H 2.98507 -0.05491 2.04769
C -7.21304 -0.41552 -0.48291
C -6.29739 -0.00669 0.47248
C -4.95082 0.09872 0.14559
C -4.52884 -0.20561 -1.14226
C -5.44803 -0.62314 -2.10275
C -6.78888 -0.72408 -1.76923
As -2.68891 -0.12205 -1.67952
C -2.63438 0.94445 -3.28547
C -2.18833 2.25769 -3.18683
C -2.18951 3.08130 -4.30433
C -2.63542 2.58983 -5.52164
C -3.07138 1.27469 -5.62558
C -3.07244 0.44923 -4.51169
C -2.39976 -1.92442 -2.33432
C -1.53738 -2.15980 -3.39888
C -1.32628 -3.45923 -3.84102
C -1.94905 -4.52260 -3.20441
C -2.79621 -4.28843 -2.12981
C -3.03043 -2.99036 -1.69847
H -8.26020 -0.49752 -0.22684
H -6.62655 0.23220 1.47477
H -4.25187 0.41438 0.90182
H -5.13252 -0.87215 -3.10783
H -7.50449 -1.04430 -2.51406
H -1.83716 2.64447 -2.23720
H -1.84458 4.10307 -4.22345
H -2.64472 3.23026 -6.39290
H -3.41227 0.88900 -6.57668
H -3.39395 -0.57983 -4.61401
H -1.05424 -1.33363 -3.91063
H -0.68195 -3.64149 -4.69115
H -1.78845 -5.53277 -3.55560
H -3.29411 -5.11510 -1.64146
H -3.71996 -2.81427 -0.88028
*
```

***

[3]
Here is 2 unconnected molecules or ions with the total composition C21H33N4O3 in a non-equilibrium geometry from OMol25. Energies are from the ωB97M-V functional and the def2-TZVPD basis.

Calculated values
M: 389.52 g mol⁻¹
max |F|: 4.4 eV/A
energy above the lowest of the compared OMol25 structures with the same formula, charge and spin: 20.0 kcal/mol
energy: -1264.71455 Eh

```
! wB97M-V def2-TZVPD RIJCOSX def2/J DEFGRID3
* xyz -1 1
C -3.31655 0.17413 -1.39511
C -2.16700 -0.70536 -1.76216
C -1.00791 -0.77638 -0.97922
C -0.02214 -1.76065 -1.48253
O 0.21769 -2.83586 -0.91343
N 0.63847 -1.46564 -2.65338
C 1.57028 -2.43687 -3.15626
C 0.72203 -0.13992 -3.22399
N -2.19379 -1.56099 -2.80942
N -3.31061 -1.85679 -3.35967
C -3.38046 -3.24992 -3.70994
N -4.63831 -3.45228 -4.21335
O -2.53298 -4.11259 -3.55500
H -3.06540 1.22209 -1.61707
H -4.18418 -0.14356 -1.98342
H -3.53978 0.09433 -0.32083
H -1.14147 -0.57653 0.07004
H 1.07812 -3.40537 -3.30331
H 1.97133 -2.07548 -4.10580
H 2.39324 -2.56084 -2.44139
H -0.26519 0.32601 -3.31534
H 1.37299 0.48882 -2.59897
H 1.18119 -0.23098 -4.21437
H -5.16508 -2.65646 -4.54114
H -4.83883 -4.37485 -4.56388
C 0.60010 4.65972 0.51791
C 0.29098 3.15868 0.41430
C -1.19151 2.93190 0.76070
C 0.55963 2.69862 -1.02291
C 1.14977 2.33214 1.39781
C 1.02045 0.86574 1.44731
O 0.55691 0.20342 0.46257
C 1.57105 0.19484 2.63397
C 1.20268 -1.26909 2.97295
C 1.82188 -1.71063 4.30831
C 1.73767 -2.22019 1.89622
C -0.32489 -1.37690 3.08302
C 2.47097 0.88897 3.41472
C 2.73349 2.23973 3.22062
C 2.06929 2.94572 2.22530
H 1.64506 4.88063 0.26135
H -0.04002 5.21309 -0.18299
H 0.40498 5.04444 1.52759
H -1.44716 1.86947 0.65623
H -1.37982 3.22934 1.80266
H -1.84638 3.52081 0.10311
H 0.30866 1.63617 -1.10766
H -0.03994 3.27211 -1.74423
H 1.62184 2.81887 -1.28105
H 1.51027 -1.05865 5.13338
H 1.49416 -2.73297 4.53803
H 2.91834 -1.72210 4.26121
H 1.24720 -2.03939 0.93405
H 2.82051 -2.08072 1.77488
H 1.55736 -3.26638 2.17925
H -0.79326 -1.10296 2.13130
H -0.62308 -2.39840 3.35356
H -0.68083 -0.68497 3.85920
H 2.98455 0.36608 4.22036
H 3.42303 2.75249 3.87903
H 2.27038 4.01230 2.11692
*
```